Formula: C20H29N3NiO8P
Source: the Open Molecules 2025 dataset
Level of theory: ωB97M-V/def2-TZVPD

Geometry as ORCA input:
```
! wB97M-V def2-TZVPD RIJCOSX def2/J DEFGRID3
* xyz 1 1
H 1.76 -6.04 1.90
H 0.15 0.33 3.31
H 1.17 -6.04 -0.54
H -0.86 -1.87 2.60
H -0.57 3.71 -1.41
H 3.57 0.38 1.85
C 1.31 -5.12 0.00
O 3.53 -1.23 -4.08
H -4.92 -0.01 0.24
O -0.94 -1.50 -2.32
C -2.84 -0.06 -0.25
H -4.31 1.49 -0.45
C 1.65 -2.72 1.28
H 2.06 -3.87 3.05
C 1.81 -3.91 2.00
O 2.03 -1.89 -2.54
H 1.71 3.80 0.24
C 1.54 2.78 0.59
C -0.93 0.17 3.29
P -0.57 0.91 0.76
C 2.70 -1.02 -3.23
C -1.12 4.52 -0.93
C 2.62 2.01 0.79
Ni 1.07 -1.15 -1.10
C 1.64 -5.11 1.36
H -3.92 1.07 1.23
H -1.91 4.85 -1.60
H -2.43 3.22 0.20
H 2.99 0.78 -2.04
H -1.38 0.75 4.09
H -0.90 -1.69 4.36
O 1.00 0.47 -2.33
N 0.51 -0.22 0.49
C -1.29 -1.30 3.42
H 0.48 0.35 -4.34
H 2.45 1.10 -3.70
N 1.85 -1.51 1.93
H -2.49 -1.38 -4.04
C -4.07 0.68 0.23
H -2.23 4.85 0.91
C 1.17 -3.92 -0.64
H -2.57 -0.89 0.42
C -1.75 4.05 0.35
C 0.02 0.46 -3.35
H 0.95 -3.85 -1.70
O -1.70 0.86 -0.35
C -0.97 -0.67 -3.19
H -2.37 -1.43 3.42
H 2.50 -1.54 2.69
C 2.65 0.67 1.34
H -0.45 5.36 -0.75
O -0.67 3.57 1.26
C 1.69 -0.27 1.27
H -0.53 1.41 -3.34
O -1.48 0.70 2.06
O -1.90 -0.61 -4.13
H 3.59 2.44 0.56
C 2.35 0.43 -2.85
C 0.18 2.42 0.84
H -1.00 3.44 2.16
H -2.97 -0.46 -1.25
N 1.34 -2.74 -0.01
*
```

HOMO-LUMO gap (alpha / beta) ... 0.27765 / 0.27760 hartree
Highest occupied orbital energy (alpha / beta) ... -10.003 / -9.997 eV
Max |F| ... 0.0071 hartree/bohr
Lowest unoccupied orbital energy (alpha / beta) ... -2.448 / -2.443 eV

=====

Formula: C23H41N3O4P2Re
Source: the Open Molecules 2025 dataset
Level of theory: ωB97M-V/def2-TZVPD

Geometry as ORCA input:
```
! wB97M-V def2-TZVPD RIJCOSX def2/J DEFGRID3
* xyz 0 4
N 0.90 -1.52 -1.76
C -4.26 -0.94 -0.25
H -0.31 4.65 1.11
O -0.03 2.59 0.41
H 2.43 0.73 -2.32
C -3.24 0.16 -0.61
H 3.10 0.09 3.25
H 5.35 -2.41 -1.75
H -1.44 -4.17 -1.30
P 0.09 1.27 -2.29
H -2.32 2.07 0.02
C 2.90 -3.64 -3.86
O -2.48 -0.15 -1.69
H 1.25 4.22 3.71
H -1.29 -0.46 0.40
H -0.79 2.76 4.36
H 3.36 -1.31 -0.76
H -2.42 -4.38 0.17
C 0.95 3.91 2.70
H -2.11 0.55 3.99
H 0.19 1.28 -4.70
H 2.06 2.20 -1.32
H -1.80 2.72 -1.85
H 0.39 -4.58 1.22
N 0.69 0.54 1.11
O 2.22 2.00 4.54
H -1.59 2.51 2.79
H 5.04 -3.94 -3.69
C -0.12 4.85 2.17
H -1.91 -3.44 2.34
C -1.04 0.69 3.78
H -0.64 -2.26 2.79
C 1.84 1.67 -2.27
H 0.78 -3.18 -3.77
C 1.81 -0.08 1.67
H 0.23 5.89 2.26
H -3.85 2.25 -1.09
C 1.83 -2.98 -3.39
C -0.81 2.84 -2.31
C 2.00 -2.09 -2.32
H -4.06 1.82 0.53
C -0.77 2.14 3.45
H -2.76 -3.05 -0.97
Re -0.36 -0.64 -0.83
C -0.23 0.58 -3.97
H -0.78 0.04 2.94
H -3.75 -1.90 -0.14
H -0.47 0.37 4.67
H -1.33 0.47 -4.11
P -0.76 -2.57 0.39
N 2.35 0.60 2.78
H 2.83 -4.33 -4.73
H -0.94 3.20 -3.33
C 4.15 -3.42 -3.25
H 1.00 -4.10 -0.37
C 3.27 -1.85 -1.67
H 1.50 -3.16 1.08
C -1.45 -2.49 2.10
H -4.79 -0.78 0.70
O 2.32 -1.12 1.27
C -1.96 -3.65 -0.50
C 0.69 -3.73 0.61
C 0.44 1.88 1.30
H -5.11 -0.94 -1.08
H 2.07 2.30 -3.16
H -1.06 4.77 2.71
C 4.35 -2.56 -2.19
C 1.78 1.69 3.47
C -3.34 1.62 -0.28
C 0.61 2.41 2.74
H 0.24 -0.40 -4.06
H -2.18 -1.68 2.08
H -0.25 3.55 -1.70
H 1.82 4.01 2.05
*
```

HOMO-LUMO gap (alpha / beta) ... 0.17866 / 0.20491 hartree
Expectation value of S² ... 3.8116
Highest occupied orbital energy (alpha / beta) ... -5.406 / -6.963 eV
Max |F| ... 0.0927 hartree/bohr
Lowest unoccupied orbital energy (alpha / beta) ... -0.545 / -1.387 eV

=====

Formula: C37H43Cl5MgN4O4S
Source: the Open Molecules 2025 dataset
Level of theory: ωB97M-V/def2-TZVPD

Geometry as ORCA input:
```
! wB97M-V def2-TZVPD RIJCOSX def2/J DEFGRID3
* xyz -2 1
H 0.14 2.74 3.22
H -2.80 -3.07 -4.08
H -0.24 1.70 1.86
Cl -0.37 5.89 -4.03
H -4.49 -3.46 -0.21
C -2.60 3.50 -0.49
C -2.57 1.25 -1.68
C -0.49 0.76 3.79
C -2.75 -3.95 0.98
C 0.39 4.80 -1.66
N 3.63 2.06 1.41
H -0.14 -0.78 -5.04
C 1.60 0.48 5.06
H 3.39 0.24 6.22
C 3.63 -2.12 2.29
N 0.86 -0.74 1.63
H 5.32 -0.78 2.09
H 5.31 -2.12 0.92
O 2.99 -0.23 -1.19
Cl 1.10 4.11 0.82
O 3.83 -2.54 -1.27
C 1.58 -0.54 2.87
C -0.96 -2.28 0.88
H 0.30 -2.47 2.55
C 0.23 3.30 -3.51
C -1.93 -0.63 -3.10
C -1.12 -1.87 -3.39
C -3.41 1.10 -3.94
H 4.06 1.43 -0.46
H 1.10 1.07 5.81
H -2.74 -0.59 -5.07
H 3.54 -3.89 1.09
Cl -0.07 3.00 -5.19
C -1.89 0.03 -1.85
H 2.70 1.69 1.23
Mg 1.01 -0.07 -0.79
C 3.46 -0.81 4.35
N -1.10 -0.50 -0.79
H 2.30 -2.76 0.66
H -4.00 1.52 -4.75
H -1.35 -4.00 -3.68
H 2.15 -3.69 2.17
H -1.55 2.39 2.83
N 4.35 2.17 0.18
C -0.40 -1.80 -4.76
C 4.68 -1.40 1.45
H 4.43 -1.24 4.54
H 4.19 -2.69 3.04
H -2.37 -3.37 -2.38
H -1.52 1.75 0.07
H -1.03 -2.22 -5.55
H 0.52 -2.38 -4.72
C 0.10 4.58 -3.00
O 2.88 -1.54 -3.27
H -3.46 0.40 0.80
C -2.71 -0.08 -4.11
H -3.83 2.71 -2.60
H -1.69 -0.40 2.37
C 2.88 0.00 5.30
H -3.52 1.99 1.56
C 0.72 3.72 -0.84
C 0.79 2.39 -1.27
H -2.56 0.18 3.79
C -2.49 1.98 -0.36
H -2.30 3.98 0.44
H 4.06 3.05 -0.24
C -1.97 -3.15 -3.37
C -2.96 -2.02 -0.45
H -1.46 -1.20 3.93
C -1.53 -3.47 1.37
C -3.32 1.77 -2.73
C 0.93 0.20 3.87
Cl 0.94 0.72 -3.34
H -1.96 3.88 -1.29
C 0.14 -1.81 1.68
C 0.60 2.27 -2.64
C 2.83 -1.13 3.14
H -0.35 -1.97 -2.62
C -1.64 -1.55 -0.16
H -3.15 -4.87 1.39
H -3.63 3.81 -0.70
H -0.70 1.10 4.80
H -3.56 -1.45 -1.15
C -3.57 1.47 0.61
C -0.54 1.97 2.88
H 4.10 1.36 1.97
C 2.84 -3.16 1.51
C -1.60 -0.23 3.44
C -3.48 -3.16 0.08
H -0.96 -4.00 2.13
H 4.22 -0.78 0.68
S 2.85 -1.63 -1.82
H -4.56 1.63 0.18
O 1.44 -1.97 -1.35
Cl 0.29 6.42 -1.03
*
```

HOMO-LUMO gap ... 0.24092 hartree
Relative energy (zero: lowest compared OMol25 entry of this formula, charge and spin) ... 3.2 kcal per mole
Highest occupied orbital energy ... -2.497 eV
Max |F| ... 0.0160 hartree/bohr
Lowest unoccupied orbital energy ... 4.058 eV

=====

Formula: C5F15O15S5V
Source: the Open Molecules 2025 dataset
Level of theory: ωB97M-V/def2-TZVPD

Geometry as ORCA input:
```
! wB97M-V def2-TZVPD RIJCOSX def2/J DEFGRID3
* xyz -3 4
O -1.60 4.29 0.94
O -4.73 0.56 1.13
F 1.50 -4.36 2.72
F 4.04 1.16 -3.38
F -0.15 -3.84 1.44
O -0.11 2.55 1.56
F 3.50 3.00 -2.23
S -3.45 0.19 1.75
C -3.43 -1.72 1.61
O 0.42 -0.75 -3.45
C 0.92 4.70 0.23
C 1.05 -3.43 1.80
S -0.77 -0.99 -2.62
C -1.12 -2.90 -2.70
F 1.96 4.03 -0.26
S 3.04 0.64 -0.85
F 2.00 1.74 -3.07
F -0.16 -3.58 -2.12
S 1.03 -1.69 2.73
O -2.26 0.67 0.99
F -1.07 -3.32 -4.01
F 0.57 5.75 -0.50
O -1.97 -0.39 -3.16
O 0.32 -2.05 3.97
O -3.28 0.53 3.15
O -0.56 -0.69 -1.20
F 1.27 5.17 1.42
S -0.49 3.51 0.54
O 1.71 0.87 -0.31
F -3.01 -2.08 0.36
O 3.20 -0.78 -1.29
O 2.44 -1.23 2.90
O 0.34 -0.66 1.90
V -0.21 0.72 0.33
C 3.20 1.72 -2.51
F -4.63 -2.21 1.80
F 1.91 -3.40 0.78
F -2.29 -3.24 -2.23
O 4.19 1.11 -0.01
F -2.65 -2.31 2.50
O -0.67 2.66 -0.66
*
```

HOMO-LUMO gap (alpha / beta) ... 0.21864 / 0.31211 hartree
Relative energy (zero: lowest compared OMol25 entry of this formula, charge and spin) ... 16.2 kcal per mole
Expectation value of S² ... 3.7526
Highest occupied orbital energy (alpha / beta) ... 0.524 / -2.021 eV
Max |F| ... 0.0747 hartree/bohr
Lowest unoccupied orbital energy (alpha / beta) ... 6.473 / 6.472 eV

=====

Formula: C19H29BF6N6O6PPdS3
Source: the Open Molecules 2025 dataset
Level of theory: ωB97M-V/def2-TZVPD

Geometry as ORCA input:
```
! wB97M-V def2-TZVPD RIJCOSX def2/J DEFGRID3
* xyz -1 1
O 1.81 1.29 1.85
S 0.49 -2.24 1.27
S 2.04 -0.01 1.31
H -5.24 -0.83 -0.50
H -3.56 -3.31 -2.76
H 0.06 2.87 -4.16
F 4.28 -1.53 1.55
N 1.34 -1.19 2.07
C 2.08 4.24 -1.92
H -5.62 -1.02 1.21
P 0.26 1.94 -0.82
H 2.98 3.90 -1.42
C 0.88 3.49 0.02
F 2.74 -3.79 1.10
C -4.51 2.09 0.54
H -6.07 -2.30 0.07
H -1.90 -4.27 -1.36
F 0.91 -4.90 1.32
C 0.41 3.64 -3.47
H -4.67 6.12 0.29
H 2.49 1.62 -1.80
C -2.48 -4.03 -0.48
H -3.33 5.85 -0.83
O -3.09 -1.14 1.01
F 1.77 -3.90 3.02
H -3.17 -4.85 -0.27
C -3.95 -2.19 0.58
H -3.08 -3.44 2.09
H -1.93 2.99 -1.18
H -5.28 1.36 0.32
F 3.92 -0.27 3.27
H -2.98 6.29 0.86
H -4.61 -4.08 1.44
C -3.66 5.73 0.21
C -0.16 4.94 -1.58
C -1.09 2.74 -1.84
H 1.81 3.26 0.53
C -3.25 -2.73 -0.72
N 1.65 3.21 -2.86
C -5.32 -1.55 0.31
H 0.62 4.56 -4.04
H -1.80 -3.91 0.36
Pd -0.38 0.05 0.62
C -4.69 3.43 0.24
H -5.59 3.81 -0.20
C 3.81 -0.33 1.94
C -3.62 4.27 0.56
O 2.22 -0.13 -0.11
C -2.46 2.50 1.41
H -4.96 -3.60 -1.72
H 1.22 1.17 -2.95
H 0.01 5.87 -2.13
H -4.60 -2.70 2.54
F 4.67 0.59 1.44
N -2.52 3.81 1.14
O -2.29 -1.70 -1.02
H -4.57 -1.95 -2.26
C -4.15 -2.90 -1.94
C 1.54 -3.77 1.70
C -4.07 -3.18 1.73
S -1.08 1.91 2.25
N -0.65 3.94 -2.52
B -2.16 -0.87 0.07
N -3.42 1.62 1.10
N 1.08 4.58 -0.93
C 1.52 1.92 -2.21
H 2.31 5.14 -2.50
H 0.14 3.79 0.77
O 0.58 -2.23 -0.16
O -0.74 -2.61 1.91
H -1.44 2.01 -2.57
H -0.92 5.10 -0.81
*
```

HOMO-LUMO gap ... 0.21456 hartree
Relative energy (zero: lowest compared OMol25 entry of this formula, charge and spin) ... 104.9 kcal per mole
Highest occupied orbital energy ... -4.146 eV
Max |F| ... 0.0934 hartree/bohr
Lowest unoccupied orbital energy ... 1.693 eV

=====

Formula: C8H12N3S2
Source: the Open Molecules 2025 dataset
Level of theory: ωB97M-V/def2-TZVPD

Geometry as ORCA input:
```
! wB97M-V def2-TZVPD RIJCOSX def2/J DEFGRID3
* xyz 1 1
H 3.74 0.60 0.66
H -0.17 2.42 -2.09
N 1.01 0.96 -0.01
C 1.55 -0.79 -1.43
H -0.13 -0.90 1.89
C -0.18 0.66 -0.87
H 1.29 1.95 -0.11
S -3.12 -0.23 -0.07
H 2.71 -0.66 1.40
S 2.32 -2.07 -2.03
H -4.42 -1.30 1.68
H -2.26 -1.76 3.09
N 0.33 -0.29 -1.78
H -1.23 2.52 -0.67
C -3.42 -1.04 1.42
H -0.25 -0.77 -2.45
H 3.69 -1.03 -0.03
C -1.12 -0.79 1.48
H -1.70 1.55 -2.05
C -0.85 1.86 -1.45
C -1.45 -0.22 0.29
C 3.10 -0.26 0.46
N 2.06 0.09 -0.46
H 0.78 0.79 0.99
C -2.28 -1.27 2.13
*
```

HOMO-LUMO gap ... 0.33882 hartree
Relative energy (zero: lowest compared OMol25 entry of this formula, charge and spin) ... 4.8 kcal per mole
Highest occupied orbital energy ... -12.487 eV
Max |F| ... 0.0935 hartree/bohr
Lowest unoccupied orbital energy ... -3.267 eV

=====

Formula: C52H56CaN2P3S2
Source: the Open Molecules 2025 dataset
Level of theory: ωB97M-V/def2-TZVPD

Geometry as ORCA input:
```
! wB97M-V def2-TZVPD RIJCOSX def2/J DEFGRID3
* xyz -1 1
H -1.54 -3.71 -2.70
C 4.67 -1.93 1.97
C 3.74 -2.68 4.02
H -1.35 0.53 5.15
C 0.70 5.30 -0.14
N -1.27 -1.19 -0.89
C -3.93 0.88 -3.31
H 3.85 -3.11 5.01
H -1.93 4.22 -0.57
H 0.76 1.27 4.61
C 5.00 -3.31 -0.98
H 0.35 6.13 1.80
C -3.40 0.33 -2.15
C 3.62 -2.73 -1.25
C -4.94 1.83 -3.23
H -3.57 0.56 -4.28
H 1.13 7.10 -2.98
H -4.18 -1.72 5.27
H 3.57 -2.43 -2.31
C -2.49 3.01 3.06
C 4.74 0.21 -2.12
C 2.53 -3.77 -0.99
N 1.01 -1.55 1.80
C -5.45 2.20 -1.99
C -3.26 -2.48 -2.42
H 1.10 4.75 -2.17
H 1.84 -0.12 4.46
C -5.37 -3.64 -2.34
C -4.73 -4.85 -2.55
C 2.25 -1.85 2.26
H 5.18 -4.16 -1.64
H 1.46 0.84 3.05
H 1.33 0.96 -4.90
S 0.79 2.32 -1.00
C -2.45 -1.04 4.18
H 5.80 -2.59 -1.14
C 0.96 6.89 -1.93
H -6.45 -3.61 -2.22
C -3.36 3.89 1.00
C -4.92 1.65 -0.83
C -1.15 -3.40 1.50
H -3.55 -0.16 5.81
H -5.31 1.93 0.14
H -2.64 2.65 4.07
C -2.36 -2.06 3.24
H -5.35 2.27 -4.13
P 3.16 -1.19 -0.29
P 0.70 3.59 0.55
C -0.08 -1.44 2.69
H -0.05 0.66 -2.87
H 2.52 -4.05 0.07
H -5.30 -5.76 -2.60
H 5.04 -0.69 -2.67
S 2.05 3.52 1.97
H -4.46 -0.28 4.30
C 3.40 -1.69 1.44
C -1.33 -0.82 -3.75
C 4.60 -0.05 -0.63
C -4.64 -2.46 -2.27
C 0.94 5.57 -1.48
C 0.53 7.66 0.30
H 4.14 1.06 1.19
H 0.37 8.47 1.00
C -1.20 3.05 2.53
C -3.56 3.44 2.30
C 4.35 1.25 0.14
C 0.51 6.35 0.75
H -0.35 2.74 3.12
H 5.06 -3.68 0.05
H 0.83 -0.36 -6.94
C -0.84 -1.37 -6.05
C 2.47 -2.42 3.54
C -1.21 -2.27 2.50
H 1.54 -3.37 -1.24
H -3.21 -2.71 3.08
C 0.75 7.93 -1.04
C -1.00 3.50 1.23
H 5.55 -1.73 1.36
C 1.04 0.43 3.97
C 4.88 -2.40 3.26
H -4.56 3.42 2.72
C -1.62 -1.54 -4.91
C -3.88 0.73 -0.91
H -6.25 2.93 -1.93
C -3.35 -4.88 -2.69
C -3.73 -0.79 4.94
P -2.15 -1.03 -2.12
C -0.14 -0.45 3.69
H -0.16 -3.86 1.50
H -2.84 -5.82 -2.86
H 7.01 -2.63 3.04
C 6.26 -2.57 3.83
H 3.79 0.57 -2.54
C -1.32 -0.26 4.40
C -2.62 -3.70 -2.61
H -1.08 -1.93 -6.95
H 5.52 -0.51 -0.25
H -2.45 -2.23 -4.92
C 0.51 0.25 -4.91
H -1.91 -4.15 1.72
H 6.33 -3.47 4.44
H 1.61 -2.64 4.16
H -3.44 0.30 -0.02
H -1.34 -3.01 0.49
H -4.20 4.23 0.40
C 0.22 -0.48 -6.05
H 0.77 8.96 -1.39
H 5.50 0.98 -2.30
H 5.23 1.91 0.08
H 6.52 -1.72 4.47
C -2.08 3.91 0.46
C -0.26 0.08 -3.77
H -5.15 -1.52 -2.11
H 3.50 1.78 -0.29
Ca 0.45 -0.31 0.05
H 2.70 -4.67 -1.58
*
```

HOMO-LUMO gap ... 0.24673 hartree
Relative energy (zero: lowest compared OMol25 entry of this formula, charge and spin) ... 0.0 kcal per mole
Highest occupied orbital energy ... -4.251 eV
Max |F| ... 0.0208 hartree/bohr
Lowest unoccupied orbital energy ... 2.463 eV

=====

no.,molar mass (g/mol)
1,529.1
2,671.8
3,841.4
4,796.3
5,795.9
6,214.3
7,906.2